Entry from the OMol25 dataset: C22H17Cl5LaN2OS2 as an isolated structure (the ωB97M-V functional and the def2-TZVPD basis).

* highest occupied orbital energy (spin up / spin down): -5.70 / -8.37 eV
* total energy: -113258.460 eV

Structure (ORCA input):
```
! wB97M-V def2-TZVPD RIJCOSX def2/J DEFGRID3
* xyz 0 2
C -3.811 1.677 -0.143
H -2.254 0.715 1.051
H -1.191 -1.069 -0.797
C 0.508 -1.599 1.025
C -3.219 -0.873 -0.078
C 3.694 -1.726 -2.243
C -2.783 2.408 -1.047
H -0.702 1.685 5.769
H -0.764 -4.682 1.717
N 0.776 0.963 2.300
C 0.228 -2.981 0.737
N -2.242 0.253 -2.034
C -0.443 0.243 4.211
H -3.011 -1.674 0.636
H -3.880 0.351 1.547
C 3.928 0.057 -4.336
H -3.254 2.832 -1.936
Cl 3.531 -2.828 -0.874
H -2.364 -1.840 -1.839
Cl 5.252 -3.616 -3.417
C -2.194 -0.972 -1.205
Cl 5.520 -1.578 -5.779
H -2.270 3.208 -0.519
C 0.934 2.159 2.869
C 0.421 2.473 4.114
H -4.221 -1.068 -0.479
H 1.506 2.878 2.293
H 0.580 3.455 4.534
Cl 4.057 1.194 -5.624
C 4.575 -1.178 -4.399
Cl 2.306 1.876 -3.077
C 3.268 2.094 0.301
S -0.759 -2.648 3.057
C -1.768 1.361 -1.391
C -0.284 1.488 4.790
O -0.632 1.421 -0.922
C -3.252 0.479 0.665
C 3.029 -0.528 -2.147
H 0.531 -3.475 -0.180
C -0.451 -3.650 1.710
H -4.232 2.412 0.542
La 1.603 0.284 -0.263
C 0.003 -1.305 2.267
S 4.809 1.884 0.579
C 3.171 0.332 -3.206
H -4.647 1.320 -0.752
H -3.184 0.417 -2.370
C 0.105 -0.002 2.954
C 4.460 -2.090 -3.344
H -0.982 -0.538 4.731
*
```

These are the Mulliken partial charges, in e, on atoms 1 to 8:
1 C -0.763
2 H -0.097
3 H -0.465
4 C -0.840
5 C -0.740
6 C 1.700
7 C -0.706
8 H 0.422